3 unconnected molecules or ions with the total composition C4H12NO2 at a distorted geometry, computed with ωB97M-V/def2-TZVPD.

Element x y z (Å)
C: -1.11 0.16 2.05
C: -0.63 -0.78 0.98
C: -0.01 -1.93 1.25
C: -1.11 0.68 -0.82
N: -0.41 -0.26 -0.34
H: -0.72 1.17 1.89
H: -0.77 -0.23 3.01
H: -2.19 0.28 2.14
H: 0.45 -2.45 0.42
H: 0.08 -2.35 2.24
H: -1.10 0.94 -1.87
H: -1.81 1.29 -0.25
H: 0.43 -0.58 -0.84
H: 1.29 2.24 1.24
H: 2.35 2.44 0.15
O: 1.45 2.15 0.29
H: 1.62 -1.21 -3.25
H: 0.90 0.14 -3.18
O: 1.02 -0.69 -2.71

The net charge is +1. The electronic energy comes out at -9920.097 eV.